(1)
This record from OMol25 describes a structure of composition C14H26AlCaF7KLiN3NaO16PS2 in a non-equilibrium geometry. The level of theory is ωB97M-V with the def2-TZVPD basis set.

Geometry as XYZ:
```
74
Properties=species:S:1:pos:R:3:forces:R:3
K 4.99606 -4.65609 1.60388 0.207 -1.749 0.634
Ca 5.02981 1.65501 1.92915 -0.317 0.286 1.025
H -8.45646 3.92445 -4.28027 0.011 0.022 -0.133
N 4.98021 -1.15039 -0.50244 -0.992 -2.482 -0.446
F 1.74817 -3.73605 -2.35752 0.735 0.502 0.366
H -6.32572 4.12276 -4.60773 -0.065 -0.001 0.045
C -0.96846 1.21908 -3.55164 -0.681 -0.418 -0.056
H -1.03938 -0.55435 -2.36629 0.254 -0.461 0.236
S 4.22774 -1.06434 3.04607 -3.383 3.940 -2.841
O 3.05411 1.54133 9.52681 -1.113 -0.419 0.344
C -5.90001 2.06130 -4.02746 -0.160 0.383 -0.013
O 3.58122 1.08657 6.78609 0.053 -0.313 -0.897
C -1.71103 0.12420 -2.85538 -0.122 -0.174 0.032
H -4.67837 3.61519 -4.90795 0.008 0.047 0.040
O 1.01734 -2.38643 0.46428 2.608 -2.100 -0.407
F 0.31128 -4.25821 -4.60724 0.094 0.314 -0.487
H -2.39655 0.53649 -2.10927 -0.031 0.036 -0.081
H -7.35308 1.08729 -5.34020 0.048 0.106 -0.041
P 4.53643 1.33924 9.74569 1.195 -0.870 -1.180
O 3.89713 0.28976 3.44225 1.827 0.525 -0.658
F -0.93885 -1.77498 0.73979 -4.657 -1.789 0.402
H 4.75343 -2.10820 7.12650 0.062 0.150 0.202
O -0.17778 0.70374 -4.65879 0.544 0.575 0.749
C 3.31363 -2.22593 1.15524 -1.575 -0.476 -0.382
C -1.85802 2.21266 -4.26226 0.378 0.366 -0.155
S 5.94268 1.52450 -0.29114 0.798 -0.211 -2.981
H -7.13736 0.33654 -3.76674 -0.025 -0.017 0.046
C -0.12325 1.70925 -5.60547 -1.039 0.343 0.341
H -2.73347 1.75356 -4.71660 0.006 -0.145 0.019
F 0.13781 -5.93253 -2.42979 0.056 -0.532 0.286
H 5.35291 -2.80318 0.78112 0.139 1.146 -0.936
C 0.22787 -1.38428 0.56487 -0.412 -0.190 -0.907
O 5.37009 -1.13452 1.85278 -2.202 -0.148 2.888
O 3.53431 -3.15709 9.14954 0.185 -0.074 0.623
C 3.66985 -2.04917 7.13753 -0.100 -0.114 0.058
O -8.34880 1.92108 -3.73373 -0.062 0.141 -0.056
H -2.27595 -0.46781 -3.56924 -0.158 0.042 -0.090
H 3.12604 -3.27610 1.42753 0.335 0.201 0.150
F -0.92460 -3.40847 -2.31232 -0.157 0.609 0.158
H 3.26043 -2.19114 6.14876 -0.162 -0.138 0.000
H -5.78938 1.65325 -2.03607 0.004 -0.025 0.033
C -8.91052 2.95997 -4.52035 -0.065 0.039 0.177
Al 0.30056 -4.37259 -2.94744 -0.448 -0.254 -0.091
O -0.97703 2.68654 -5.32186 -0.243 -0.308 0.256
O 4.68396 0.86563 11.18023 -0.240 0.547 0.305
F 0.22651 -0.63733 -0.55487 0.197 1.713 -1.931
H -5.97097 3.04792 -5.96216 -0.026 0.005 -0.024
O 4.36933 -1.95358 4.04442 2.298 -4.569 4.187
H -9.96792 3.02206 -4.27544 -0.039 -0.060 0.025
H 2.39028 -0.97207 -0.21983 -0.166 0.892 -0.454
H -6.62116 2.97303 -2.37717 0.000 0.150 0.015
H 3.59629 1.03680 5.82877 -0.157 0.064 -0.238
F 0.50986 -0.59698 1.51973 1.453 3.209 3.028
H -8.81077 2.75637 -5.58959 0.056 -0.001 -0.012
C -5.71743 3.28045 -4.92772 0.156 -0.089 -0.097
H 2.59155 -2.62313 -0.74911 0.100 -0.473 -1.266
H 4.29415 0.47763 7.06789 0.069 0.701 0.823
N -5.76906 2.48016 -2.62570 0.265 -0.273 -0.040
Na 0.26291 2.06947 -1.11956 0.353 -0.082 1.262
O 5.14004 0.31290 8.77879 -0.305 0.065 -0.092
C 4.77620 -1.86864 0.77092 0.337 -1.306 -0.571
Li 1.98611 0.31744 -4.86430 -0.451 -0.220 -0.524
H -2.17742 3.03290 -3.62586 0.053 0.197 -0.178
C -7.21003 1.30191 -4.27330 0.094 -0.360 -0.027
H -0.28661 1.74307 -2.84336 -0.237 -0.181 -1.325
C 5.47979 -0.06674 -0.26265 0.370 4.345 1.889
O 5.18263 2.68991 9.50732 0.604 0.390 0.465
O 0.61966 1.65326 -6.51889 1.225 -0.238 -0.425
O 2.43744 -3.98074 7.49417 -0.022 -0.074 -0.081
H 3.33553 -1.11093 7.56388 0.075 -0.003 0.235
C 2.31623 -1.99227 0.05517 0.911 -0.707 0.359
H -5.08150 1.36595 -4.25110 -0.069 -0.129 0.035
N 3.17627 -3.15213 8.01014 -0.186 0.037 -0.723
O 2.89312 -1.44419 2.27646 1.904 0.084 -0.891
```
Positions in Å, forces in eV/Å.

Calculated values
**DFT total energy**: -148122.495 eV
**Total charge**: +1
**Gap between HOMO and LUMO**: 3.232 eV
**E_HOMO**: -8.985 eV
**Largest force on an atom**: 6.6 eV Å⁻¹

---

(2)
This record from OMol25 describes an isolated molecule of C22H23N3O5. The level of theory is ωB97M-V with the def2-TZVPD basis set.

Geometry as XYZ:
```
53
Properties=species:S:1:pos:R:3:forces:R:3
H -2.18195 0.93650 -3.18064 -0.003 -0.018 -0.038
H -3.85552 1.83168 -1.45804 -0.028 0.021 -0.001
O -0.97995 3.62121 0.36660 0.073 0.310 0.116
C -0.53074 2.73637 -0.33956 0.227 0.236 -0.164
C 1.22937 2.14149 1.94358 0.128 -0.115 -0.023
C 2.68143 -1.23759 -0.19503 0.717 -0.017 -0.177
C 5.18656 -1.55779 -1.18789 -0.042 0.105 -0.010
C 0.70430 0.41433 3.52328 0.023 -0.001 -0.016
H -0.45104 -0.26809 -0.98294 0.065 0.184 -0.170
C -1.95086 0.13117 -2.47923 0.088 -0.066 0.200
C 1.41013 1.20055 0.93044 0.101 -0.418 0.341
C 4.50897 -2.55250 -0.50161 0.210 0.087 -0.122
H -0.79907 -3.02466 0.54899 -0.122 0.001 -0.043
H -4.04792 -0.36145 -2.45096 0.119 -0.065 0.148
H -1.91270 -1.71511 2.37769 0.048 0.054 0.076
H 6.18242 -1.72523 -1.56474 0.087 -0.035 -0.028
H -2.23194 -3.44766 2.55774 0.018 -0.095 0.105
O 2.66952 1.52866 -2.39502 0.146 0.000 -0.050
H 4.99221 0.44559 -1.96205 0.011 0.041 -0.060
N 1.65806 1.63556 -0.38822 -0.115 0.121 -0.119
H -4.48115 0.73540 -0.21885 -0.043 0.035 -0.005
O -2.02435 -1.67828 -0.29502 0.348 0.162 0.003
C -2.40990 -2.57584 1.93485 0.048 0.090 -0.401
C -3.60738 0.97745 -0.82533 0.157 -0.158 0.106
H -2.40347 -3.67212 0.07215 0.159 0.109 0.039
C 0.91228 2.80458 -0.83977 -0.105 0.274 -0.120
C -1.87407 -2.83277 0.53388 -0.122 -0.467 0.334
C 4.53681 -0.35358 -1.39623 -0.121 -0.084 0.144
O 1.41772 -1.16440 0.31764 -0.166 0.363 0.022
C 3.25682 -0.16375 -0.88405 -0.057 -0.441 0.050
C 0.91224 -0.53515 2.54086 -0.003 -0.017 -0.204
H 4.95059 -3.52375 -0.32531 0.133 -0.050 -0.038
H -2.22271 0.51452 0.76513 -0.036 0.100 0.024
C 2.51342 1.06172 -1.27983 0.003 -0.004 -0.106
H 0.73697 2.50597 3.98223 -0.022 0.080 0.064
C -2.44298 1.34443 0.08311 -0.351 0.276 0.314
H 0.80171 -1.58941 2.74107 0.012 -0.126 0.008
H 0.97539 2.83577 -1.93083 -0.030 -0.003 0.199
H -1.60869 -0.73001 -3.05476 0.031 0.017 -0.066
N 3.29023 -2.39241 -0.01615 -0.621 0.019 0.212
C 1.25511 -0.14975 1.25385 -0.055 0.086 0.229
C -0.80849 0.58560 -1.56638 0.256 -0.301 -0.329
C 0.87922 1.75395 3.22226 -0.034 0.006 0.023
O -4.12711 -2.24372 -0.81740 -0.044 -0.119 0.129
H 0.00024 0.93982 -2.20444 -0.006 0.009 0.067
C -3.23936 -0.20920 -1.72813 -0.106 0.021 -0.075
H -3.48011 -2.38626 1.89484 -0.070 -0.006 0.040
H 0.41767 0.10805 4.51719 -0.012 -0.033 0.097
H -2.68032 2.23255 0.67184 0.032 -0.196 -0.058
C -3.19177 -1.49092 -0.90792 -0.463 0.180 -0.463
N -1.24075 1.64095 -0.67447 -0.287 -0.152 -0.058
H 1.35527 3.72810 -0.45447 -0.146 -0.112 -0.066
H 1.34962 3.18944 1.72605 -0.026 0.107 -0.078
```
Positions in Å, forces in eV/Å.

Calculated values
**SMILES string**: CCOC(=O)C1CCN(C(=O)CN2C(=O)c3cccnc3Oc3ccccc32)CC1
**Energy relative to the best compared isomer or geometry (same formula, charge and spin)**: 0.707 eV
**DFT total energy**: -37896.548 eV
**Gap between HOMO and LUMO**: 9.306 eV
**E_HOMO**: -9.021 eV
**Largest force on an atom**: 0.7 eV Å⁻¹

---

(3)
This record from OMol25 describes a structure of composition C15H15AuCl2N3S3. The level of theory is ωB97M-V with the def2-TZVPD basis set.

Geometry as XYZ:
```
39
Properties=species:S:1:pos:R:3:forces:R:3
N -1.23301 1.25137 -3.38458 -0.005 -0.007 -0.038
C 1.09027 0.97889 -4.93225 0.024 0.004 -0.028
C 4.42505 -0.57472 -1.09737 0.004 0.020 -0.012
H -2.03950 1.35069 -2.78958 0.011 0.011 -0.019
H -4.20362 -0.28269 4.20703 0.000 -0.017 0.000
H 4.98703 -0.18402 -0.26110 0.009 0.002 -0.005
S 0.61124 -1.92901 -1.86697 0.017 -0.138 0.150
H -2.33527 0.66093 -5.04051 0.001 0.001 -0.005
H 1.92500 0.32419 -5.17424 -0.009 0.032 -0.009
N 1.05518 1.12996 -3.47479 -0.058 0.042 0.016
C 5.01825 -0.74516 -2.33507 -0.041 -0.030 -0.028
H -1.96243 1.89074 1.25828 -0.025 0.006 0.004
N -1.69744 -0.14758 1.35150 -0.053 -0.524 0.201
S -1.11086 -2.61291 1.05932 -0.193 0.141 0.142
C -0.22181 0.37660 -5.40536 0.035 -0.021 -0.012
Au -0.42370 -0.76089 -0.17183 -0.042 0.338 -0.324
H -0.25956 0.38844 -6.49297 -0.003 0.000 -0.003
H 1.91145 1.07683 -2.94292 -0.003 -0.013 -0.006
C 2.30189 -1.43128 -1.94192 0.069 0.075 0.100
C 3.09793 -0.92738 -0.90248 -0.105 -0.013 0.042
C -3.49198 -0.25278 3.39261 0.009 -0.057 0.013
C -1.39053 1.16085 -4.83711 -0.036 -0.028 -0.009
C 4.28283 -1.29076 -3.37488 -0.001 0.032 0.064
H -0.28249 -0.66115 -5.07302 0.011 0.009 -0.002
Cl 2.50099 -0.75619 0.72535 0.018 -0.054 -0.137
H -1.44060 2.16745 -5.25775 0.012 -0.006 -0.006
C -2.00743 -1.34197 1.90417 0.214 0.101 -0.255
Cl 2.10747 -2.36314 -4.49183 -0.060 -0.030 -0.031
S 0.01743 1.41167 -1.04620 0.144 -0.005 0.145
C -2.91032 -1.42867 2.94641 -0.056 -0.002 0.066
H 6.05597 -0.48111 -2.48208 -0.002 0.010 0.003
C -2.26300 0.98401 1.76657 -0.016 0.120 0.081
H 1.27244 1.95376 -5.38835 -0.020 0.006 -0.003
C 2.95564 -1.62489 -3.16925 0.095 0.016 -0.001
C -3.17500 0.96642 2.80169 0.060 0.038 -0.053
H -3.15007 -2.38706 3.38384 -0.003 -0.002 -0.001
H -3.62513 1.88724 3.14068 0.005 0.007 -0.006
H 4.72824 -1.47345 -4.34256 0.008 -0.003 -0.002
C -0.05911 1.22285 -2.78028 -0.016 -0.057 -0.030
```
Positions in Å, forces in eV/Å.

Calculated values
**Energy relative to the best compared isomer or geometry (same formula, charge and spin)**: 0.000 eV
**DFT total energy**: -81507.708 eV
**Total charge**: +1
**Gap between HOMO and LUMO**: 6.802 eV
**E_HOMO**: -11.140 eV
**Largest force on an atom**: 0.6 eV Å⁻¹

---

(4)
This record from OMol25 describes an isolated molecule of C8H16N2O2S in a non-equilibrium geometry. The level of theory is ωB97M-V with the def2-TZVPD basis set.

Geometry as XYZ:
```
29
Properties=species:S:1:pos:R:3:forces:R:3
N 4.21582 -1.36041 0.11057 -1.311 1.155 1.546
C -2.66578 1.80014 0.85837 1.579 -1.152 0.684
H -4.02624 0.91609 -1.27755 -3.073 -0.371 0.024
H 4.63516 -1.73164 0.97888 -0.398 0.014 -1.251
O -0.85620 0.71344 -0.46158 -0.878 1.236 -1.645
H -2.67004 1.49321 1.95236 0.389 0.038 -1.628
H -3.49868 -0.91280 0.62711 0.547 0.099 0.242
H -2.70909 1.94817 -1.83559 -0.734 -1.104 -0.221
H -1.84902 -0.89676 1.24333 1.542 0.102 2.576
N 1.21844 1.04791 0.03854 1.807 0.817 -0.305
H -1.96615 2.57770 0.68523 1.159 0.887 0.420
C -2.30527 0.74685 -0.22543 0.602 -2.851 4.094
C 2.79163 -0.99676 0.33506 -0.710 0.953 0.902
C 2.37842 0.56894 0.06106 0.503 -2.339 0.066
C -3.04487 0.90523 -1.53289 3.814 3.873 2.148
H -2.16603 -1.36692 -0.29026 0.884 -2.158 -2.427
H 1.36318 -1.15647 -1.42944 0.554 -0.874 1.617
C 0.02288 0.69047 0.52771 -0.242 -0.269 -0.264
H -3.53506 2.33133 0.70075 -2.500 0.542 -0.719
H 0.83371 -2.10644 0.04425 -0.068 0.701 0.268
H 4.32816 -1.91409 -0.69782 0.389 -0.787 -0.651
O -0.19563 0.48736 1.68664 -0.293 -0.163 1.263
H 2.71461 -1.02385 1.46684 -0.735 -0.442 -1.293
H 4.59794 0.73538 0.01781 1.453 -1.435 0.474
C -2.42274 -0.70354 0.43210 -4.692 2.610 -1.782
H -2.63195 0.22411 -2.16102 0.390 -2.128 -2.300
C 1.70947 -1.76391 -0.50997 0.337 -1.210 -1.486
S 3.69725 1.52782 -0.41163 -0.572 2.759 -0.957
H 2.03606 -2.78058 -0.93340 0.258 1.498 0.606
```
Positions in Å, forces in eV/Å.

Calculated values
**SMILES string**: C[C@@H](N)/C(S)=N\C(=O)OC(C)(C)C
**Energy relative to the best compared isomer or geometry (same formula, charge and spin)**: 3.547 eV
**DFT total energy**: -26463.894 eV
**Gap between HOMO and LUMO**: 9.726 eV
**E_HOMO**: -9.025 eV
**Largest force on an atom**: 5.8 eV Å⁻¹

---

Q: The highest largest force on an atom belongs to which entry?
A: C14H26AlCaF7KLiN3NaO16PS2

---

Q: Which formula does entry 2 have?
A: C22H23N3O5

---

Q: gap between HOMO and LUMO of number 1 (C14H26AlCaF7KLiN3NaO16PS2)?
A: 3.232 eV

---

Q: The highest E_HOMO belongs to which entry?
A: C14H26AlCaF7KLiN3NaO16PS2